Here is 13 unconnected molecules or ions with the total composition C97H215N13O13 from OMol25. Energies are from wB97M-V/def2-TZVPD.

The calculation puts the frontier orbital gap at 0.3050 Ha. As for the spin multiplicity: 1. The electronic energy is -150046.526 eV. The value obtained for the relative energy (zero: lowest compared OMol25 entry of this formula, charge and spin) is 105.6 kcal/mol. Its LUMO energy is 0.42 eV.

Last column: Löwdin charge in e.
Atoms and positions in Å:
1 C 0.990 15.902 19.962  -0.052
2 C 0.227 16.061 18.645  -0.420
3 C -1.241 15.576 18.708  -0.204
4 O -1.229 14.217 19.082  -0.164
5 C -2.551 13.760 19.318  -0.120
6 N 0.247 17.487 18.361  0.047
7 H 2.055 15.782 19.761  0.080
8 H 0.593 14.999 20.427  0.069
9 H 0.734 16.683 20.678  0.082
10 H 0.708 15.436 17.893  0.106
11 H -1.696 15.686 17.724  0.113
12 H -1.840 16.300 19.261  0.125
13 H -3.224 13.683 18.463  0.073
14 H -3.074 14.339 20.080  0.059
15 H -2.452 12.729 19.657  0.079
16 H 1.212 17.727 18.535  0.073
17 H 0.261 17.725 17.379  0.011
18 C -1.384 16.225 11.376  -0.052
19 C -1.487 16.842 10.020  -0.434
20 C -2.167 18.235 9.781  -0.179
21 O -3.467 18.263 10.304  -0.198
22 C -4.434 17.233 9.865  -0.055
23 N -0.166 16.774 9.403  0.025
24 H -2.348 16.108 11.871  0.062
25 H -0.839 16.894 12.042  0.073
26 H -0.879 15.261 11.430  0.060
27 H -1.944 16.091 9.376  0.113
28 H -2.237 18.340 8.698  0.118
29 H -1.709 19.065 10.319  0.128
30 H -4.244 16.203 10.169  0.071
31 H -4.635 17.232 8.794  0.084
32 H -5.400 17.543 10.262  0.057
33 H -0.255 17.158 8.473  0.063
34 H 0.602 17.282 9.817  0.069
35 C 0.635 13.392 15.851  -0.058
36 C 1.496 12.839 14.664  -0.385
37 C 0.958 13.431 13.318  -0.187
38 O 1.588 12.740 12.220  -0.202
39 C 1.248 13.264 10.930  -0.110
40 N 2.920 13.043 15.021  0.055
41 H -0.409 13.562 15.588  0.066
42 H 1.046 14.360 16.134  0.037
43 H 0.739 12.776 16.745  0.074
44 H 1.193 11.795 14.576  0.125
45 H 1.239 14.481 13.240  0.111
46 H -0.127 13.405 13.216  0.099
47 H 0.241 12.981 10.625  0.070
48 H 1.930 12.671 10.321  0.086
49 H 1.497 14.297 10.686  0.079
50 H 3.431 12.577 14.285  0.064
51 H 3.174 14.016 14.918  0.063
52 C -2.894 19.845 14.712  -0.039
53 C -1.922 18.863 15.489  -0.385
54 C -0.465 19.366 15.279  -0.142
55 O 0.519 18.422 15.811  -0.260
56 C 0.932 17.281 15.045  -0.083
57 N -2.281 19.006 16.893  0.047
58 H -2.418 20.283 13.835  0.071
59 H -3.287 20.639 15.346  0.057
60 H -3.817 19.317 14.473  0.065
61 H -2.009 17.844 15.110  0.120
62 H -0.301 20.298 15.819  0.131
63 H -0.242 19.535 14.225  0.111
64 H 0.068 16.636 14.883  0.077
65 H 1.753 16.804 15.579  0.090
66 H 1.285 17.599 14.064  0.082
67 H -2.424 19.988 17.083  0.061
68 H -1.509 18.726 17.482  0.033
69 C -7.685 14.287 14.598  -0.014
70 C -6.735 15.033 13.673  -0.509
71 C -6.063 16.107 14.498  -0.139
72 C -5.083 15.531 15.506  -0.169
73 C -4.072 14.733 14.737  -0.133
74 C -4.597 13.607 13.831  -0.429
75 N -5.722 14.204 13.013  -0.093
76 O -6.267 13.268 12.156  -0.016
77 C -3.500 13.188 12.836  -0.022
78 C -5.051 12.357 14.643  -0.008
79 C -7.575 15.724 12.612  -0.026
80 H -8.464 14.960 14.956  0.074
81 H -7.221 13.971 15.533  0.059
82 H -8.106 13.393 14.139  0.080
83 H -5.743 16.907 13.831  0.129
84 H -6.837 16.575 15.106  0.081
85 H -5.623 14.926 16.234  0.092
86 H -4.601 16.304 16.103  0.111
87 H -3.345 14.295 15.420  0.114
88 H -3.532 15.456 14.125  0.113
89 H -2.524 13.155 13.320  0.069
90 H -3.686 12.170 12.493  0.077
91 H -3.318 13.936 12.064  0.072
92 H -5.670 12.538 15.522  0.075
93 H -5.582 11.616 14.044  0.066
94 H -4.147 11.845 14.972  0.063
95 H -7.041 16.020 11.710  0.081
96 H -8.086 16.559 13.090  0.075
97 H -8.474 15.174 12.336  0.076
98 H -6.032 13.478 11.249  0.077
99 C -8.302 18.518 10.464  -0.054
100 C -8.533 19.889 9.962  -0.481
101 C -9.861 20.467 10.647  -0.121
102 C -9.614 21.055 12.033  -0.202
103 C -8.554 22.173 11.958  -0.108
104 C -7.242 21.781 11.172  -0.480
105 N -7.517 20.958 9.976  -0.106
106 O -6.412 20.541 9.279  -0.009
107 C -6.624 23.146 10.714  -0.034
108 C -6.249 21.177 12.098  -0.045
109 C -9.015 19.751 8.506  -0.050
110 H -9.117 17.798 10.391  0.088
111 H -7.877 18.561 11.467  0.079
112 H -7.528 18.079 9.835  0.074
113 H -10.342 21.333 10.195  0.116
114 H -10.655 19.721 10.624  0.104
115 H -9.347 20.406 12.867  0.080
116 H -10.567 21.337 12.481  0.109
117 H -8.328 22.423 12.995  0.095
118 H -8.993 23.099 11.587  0.108
119 H -6.289 23.732 11.569  0.078
120 H -5.785 23.041 10.026  0.079
121 H -7.404 23.812 10.345  0.073
122 H -5.531 20.590 11.526  0.086
123 H -5.864 21.937 12.778  0.085
124 H -6.781 20.480 12.746  0.073
125 H -9.585 20.610 8.152  0.081
126 H -9.655 18.875 8.394  0.083
127 H -8.214 19.630 7.777  0.076
128 H -6.334 21.159 8.548  0.109
129 C -1.840 12.839 7.946  -0.067
130 C -3.241 12.730 7.395  -0.451
131 C -3.029 11.652 6.328  -0.152
132 C -4.340 11.111 5.734  -0.147
133 C -5.212 10.597 6.928  -0.121
134 C -5.478 11.618 8.059  -0.500
135 N -4.174 12.171 8.479  -0.095
136 O -4.142 12.918 9.658  -0.022
137 C -6.373 12.784 7.625  -0.015
138 C -6.147 10.852 9.202  -0.027
139 C -3.591 14.187 6.858  -0.015
140 H -1.612 11.962 8.552  0.067
141 H -1.783 13.634 8.689  0.068
142 H -1.055 12.980 7.203  0.099
143 H -2.544 12.124 5.474  0.121
144 H -2.417 10.871 6.780  0.111
145 H -4.139 10.248 5.099  0.107
146 H -4.801 11.924 5.174  0.105
147 H -4.963 9.587 7.250  0.105
148 H -6.180 10.379 6.476  0.110
149 H -7.351 12.342 7.433  0.088
150 H -6.495 13.423 8.500  0.080
151 H -5.990 13.337 6.767  0.061
152 H -6.989 10.201 8.966  0.096
153 H -5.505 10.313 9.899  0.066
154 H -6.562 11.577 9.902  0.063
155 H -3.861 14.753 7.750  0.065
156 H -4.398 14.263 6.130  0.058
157 H -2.750 14.669 6.360  0.079
158 H -3.859 12.259 10.296  0.078
159 C -14.138 15.328 15.964  -0.026
160 C -12.851 15.856 15.191  -0.458
161 C -12.508 14.636 14.277  -0.119
162 C -11.470 15.016 13.164  -0.164
163 C -12.026 16.142 12.299  -0.150
164 C -12.398 17.371 13.128  -0.476
165 N -13.183 17.010 14.338  -0.139
166 O -13.655 18.065 15.064  0.010
167 C -11.067 18.053 13.496  -0.014
168 C -13.300 18.246 12.236  -0.033
169 C -11.653 16.007 16.117  -0.047
170 H -13.918 14.411 16.511  0.078
171 H -15.042 15.238 15.362  0.081
172 H -14.387 16.053 16.738  0.069
173 H -12.124 13.736 14.757  0.111
174 H -13.406 14.288 13.767  0.113
175 H -11.215 14.138 12.571  0.110
176 H -10.520 15.408 13.528  0.070
177 H -12.922 15.779 11.795  0.118
178 H -11.410 16.487 11.468  0.113
179 H -10.332 18.181 12.702  0.067
180 H -11.199 18.990 14.036  0.079
181 H -10.579 17.423 14.240  0.050
182 H -13.557 19.251 12.571  0.081
183 H -12.940 18.208 11.208  0.079
184 H -14.282 17.788 12.116  0.082
185 H -11.754 16.849 16.802  0.085
186 H -10.651 15.965 15.691  0.049
187 H -11.570 15.168 16.808  0.084
188 H -14.471 18.189 14.573  0.104
189 C -4.551 7.903 11.860  -0.015
190 C -3.288 7.530 10.994  -0.462
191 C -3.520 7.883 9.519  -0.178
192 C -2.358 7.739 8.589  -0.177
193 C -1.256 8.635 9.168  -0.104
194 C -0.890 8.411 10.704  -0.438
195 N -2.106 8.217 11.479  -0.146
196 O -1.864 7.843 12.775  -0.021
197 C 0.294 7.420 10.858  -0.025
198 C -0.408 9.804 11.299  -0.030
199 C -3.125 5.950 11.003  -0.014
200 H -4.615 8.950 12.155  0.072
201 H -4.335 7.476 12.839  0.056
202 H -5.460 7.404 11.525  0.089
203 H -4.303 7.291 9.046  0.122
204 H -3.882 8.909 9.455  0.094
205 H -2.649 8.009 7.574  0.108
206 H -2.055 6.692 8.572  0.106
207 H -1.467 9.692 9.001  0.086
208 H -0.318 8.472 8.638  0.111
209 H 0.165 6.511 10.270  0.071
210 H 1.229 7.901 10.571  0.081
211 H 0.316 7.040 11.879  0.076
212 H 0.503 10.089 10.773  0.078
213 H -1.158 10.573 11.117  0.063
214 H -0.369 9.880 12.386  0.074
215 H -2.193 5.643 10.529  0.071
216 H -4.041 5.451 10.686  0.082
217 H -3.034 5.622 12.039  0.067
218 H -2.227 8.575 13.279  0.099
219 C -9.003 7.900 14.189  -0.016
220 C -8.819 9.437 14.411  -0.425
221 C -10.095 10.137 14.792  -0.136
222 C -10.629 10.048 16.280  -0.153
223 C -9.485 10.402 17.225  -0.165
224 C -8.157 9.569 17.030  -0.429
225 N -7.817 9.701 15.555  -0.125
226 O -6.571 9.333 15.253  -0.030
227 C -7.165 10.336 17.906  -0.032
228 C -8.353 8.152 17.664  -0.016
229 C -8.250 10.227 13.151  -0.016
230 H -9.593 7.421 14.970  0.074
231 H -8.003 7.477 14.096  0.073
232 H -9.438 7.605 13.235  0.077
233 H -10.182 11.172 14.461  0.107
234 H -10.915 9.573 14.348  0.110
235 H -10.993 9.048 16.516  0.097
236 H -11.416 10.767 16.505  0.105
237 H -9.789 10.357 18.270  0.115
238 H -9.310 11.477 17.253  0.090
239 H -7.342 9.984 18.922  0.089
240 H -6.151 10.099 17.583  0.053
241 H -7.258 11.417 17.803  0.062
242 H -7.756 7.399 17.148  0.076
243 H -8.170 8.029 18.731  0.081
244 H -9.335 7.801 17.346  0.060
245 H -7.433 9.613 12.772  0.066
246 H -7.942 11.240 13.412  0.051
247 H -8.909 10.506 12.329  0.082
248 H -6.144 10.192 15.213  0.061
249 C -1.985 9.567 19.231  -0.017
250 C -2.137 9.566 17.675  -0.474
251 C -0.644 9.522 17.123  -0.132
252 C 0.064 8.222 17.036  -0.192
253 C -0.854 7.159 16.479  -0.157
254 C -2.277 7.044 17.043  -0.500
255 N -2.877 8.392 17.142  -0.084
256 O -4.248 8.340 17.465  -0.011
257 C -3.006 6.142 16.036  -0.027
258 C -2.106 6.340 18.382  -0.034
259 C -2.787 10.826 17.289  -0.054
260 H -1.558 10.476 19.655  0.076
261 H -1.430 8.675 19.523  0.057
262 H -2.968 9.398 19.671  0.082
263 H -0.720 9.841 16.084  0.107
264 H 0.035 10.241 17.583  0.120
265 H 0.256 7.835 18.037  0.102
266 H 1.012 8.310 16.505  0.122
267 H -0.371 6.182 16.510  0.125
268 H -1.003 7.348 15.416  0.104
269 H -3.179 6.650 15.087  0.070
270 H -2.551 5.158 15.928  0.091
271 H -4.017 5.921 16.377  0.080
272 H -1.303 6.717 19.015  0.066
273 H -3.013 6.320 18.985  0.089
274 H -1.846 5.313 18.125  0.083
275 H -2.235 11.749 17.467  0.082
276 H -3.846 10.849 17.548  0.084
277 H -2.781 10.768 16.201  0.067
278 H -4.608 8.648 16.630  0.073
279 C -8.437 22.071 18.440  -0.017
280 C -8.229 21.422 17.035  -0.486
281 C -6.730 21.367 16.647  -0.148
282 C -5.897 20.400 17.413  -0.175
283 C -6.476 18.970 17.294  -0.113
284 C -8.007 18.906 17.555  -0.395
285 N -8.802 20.052 16.903  -0.097
286 O -10.174 19.958 17.181  -0.009
287 C -8.565 17.584 16.977  -0.051
288 C -8.230 18.779 19.142  -0.024
289 C -8.882 22.293 15.961  -0.043
290 H -7.777 21.624 19.183  0.061
291 H -9.502 22.029 18.666  0.080
292 H -8.250 23.144 18.482  0.080
293 H -6.687 21.173 15.575  0.113
294 H -6.318 22.369 16.764  0.125
295 H -5.726 20.636 18.464  0.112
296 H -4.880 20.371 17.022  0.078
297 H -5.898 18.276 17.904  0.105
298 H -6.401 18.606 16.270  0.102
299 H -8.588 17.543 15.888  0.070
300 H -7.986 16.713 17.282  0.062
301 H -9.515 17.253 17.396  0.067
302 H -7.710 19.495 19.780  0.068
303 H -9.270 18.958 19.414  0.072
304 H -8.131 17.732 19.430  0.050
305 H -9.037 21.543 15.185  0.066
306 H -8.266 23.037 15.456  0.080
307 H -9.842 22.741 16.216  0.086
308 H -10.566 19.609 16.378  0.087
309 C -9.368 16.429 22.126  -0.037
310 C -8.486 15.252 21.706  -0.484
311 C -9.327 14.499 20.647  -0.138
312 C -8.637 13.543 19.729  -0.191
313 C -7.361 14.179 19.190  -0.152
314 C -6.466 14.785 20.266  -0.444
315 N -7.242 15.695 21.113  -0.141
316 O -6.467 16.665 21.727  0.017
317 C -5.794 13.639 21.119  0.006
318 C -5.344 15.456 19.451  -0.036
319 C -8.193 14.325 22.943  -0.016
320 H -9.555 17.179 21.358  0.072
321 H -8.874 16.957 22.941  0.083
322 H -10.307 16.100 22.571  0.088
323 H -10.060 13.812 21.071  0.123
324 H -9.952 15.206 20.103  0.115
325 H -9.223 13.289 18.845  0.103
326 H -8.376 12.606 20.220  0.104
327 H -7.732 14.914 18.476  0.102
328 H -6.772 13.474 18.602  0.103
329 H -4.753 13.468 20.847  0.050
330 H -5.711 13.964 22.156  0.078
331 H -6.239 12.646 21.049  0.077
332 H -4.464 15.731 20.033  0.076
333 H -4.958 14.807 18.665  0.058
334 H -5.764 16.271 18.862  0.067
335 H -8.018 13.280 22.688  0.072
336 H -9.110 14.373 23.530  0.075
337 H -7.337 14.760 23.459  0.081
338 H -6.649 17.441 21.191  0.086

Cartesian forces (eV/Å) of the 6 atoms listed first:
-1.117 -1.183 0.011
-0.814 0.079 0.616
1.298 0.575 -0.854
-1.309 0.465 0.149
0.415 -0.999 0.611
0.711 0.203 -0.234